Entry 1:
{"formula": "C2H2F3NS2", "method": "the ωB97M-V functional and the def2-TZVPD basis", "elements": ["C", "C", "N", "F", "F", "F", "S", "S", "H", "H"], "xyz": [[0.206, 1.640, -0.381], [-3.228, 0.489, 0.068], [0.401, 0.394, -0.760], [-3.193, -0.054, 1.323], [-2.768, -0.433, -0.779], [-4.337, 0.979, -0.408], [1.508, 2.635, 0.161], [-1.057, 2.537, 0.172], [1.389, 0.060, -0.913], [-0.477, -0.077, -1.159]], "mulliken_charge": [0.48, 0.46, -0.37, -0.20, -0.19, -0.18, -0.31, -0.19, 0.24, 0.26], "homo_ev": [-8.672, -8.325], "spin_multiplicity": 1, "fmax_ev_per_a": 3.281, "e_above_lowest_kcal_mol": 62.1, "charge": 0}



Entry 2:
{"formula": "C5H16N2O", "method": "the ωB97M-V functional and the def2-TZVPD basis", "elements": ["C", "C", "C", "N", "C", "C", "N", "H", "H", "H", "H", "H", "H", "H", "H", "H", "H", "H", "H", "H", "H", "O", "H", "H"], "xyz": [[1.230, -2.129, -0.107], [0.872, -0.787, -0.632], [1.863, -0.270, -1.667], [0.536, 0.079, 0.571], [-0.668, -0.401, 1.438], [-1.919, -0.823, 0.643], [-2.219, 0.186, -0.462], [1.730, -2.924, -0.840], [1.963, -2.163, 0.705], [0.352, -2.622, 0.341], [-0.142, -0.920, -1.052], [1.317, 0.311, -2.444], [2.477, 0.535, -1.374], [2.564, -0.971, -1.998], [1.373, 0.097, 1.081], [-0.375, -1.034, 2.274], [-1.003, 0.494, 2.040], [-2.774, -0.770, 1.419], [-1.801, -1.929, 0.420], [-2.329, 1.167, -0.092], [-1.505, 0.237, -1.168], [0.099, 3.610, 0.223], [0.984, 3.548, -0.207], [-0.113, 2.671, 0.293]], "mulliken_charge": [-1.47, 0.82, -1.57, -0.25, -0.69, -0.44, -0.62, 0.34, 0.36, 0.25, 0.04, 0.28, 0.39, 0.42, 0.30, 0.36, 0.37, 0.31, 0.24, 0.27, 0.33, -0.69, 0.31, 0.33], "homo_ev": -9.062, "smiles": "CC(C)NCCN.O", "spin_multiplicity": 1, "fmax_ev_per_a": 4.034, "e_above_lowest_kcal_mol": 48.5, "charge": 0}



Entry 3:
{"formula": "C2H5Cl3O2SSi", "method": "the ωB97M-V functional and the def2-TZVPD basis", "elements": ["C", "C", "O", "O", "Si", "S", "Cl", "Cl", "Cl", "H", "H", "H", "H", "H"], "xyz": [[0.856, -0.520, 1.073], [-1.201, -1.189, -0.679], [1.443, 1.945, 1.522], [0.304, 1.528, -0.584], [-1.129, 0.646, -0.202], [1.353, 1.028, 0.459], [-2.684, -1.646, -1.476], [0.237, -1.483, -1.749], [3.009, 1.263, -0.767], [1.350, -1.338, 0.457], [1.155, -0.552, 1.993], [-1.227, -2.044, -0.022], [-1.568, 0.957, 1.064], [-1.898, 1.406, -1.090]], "mulliken_charge": [-1.02, -0.17, -0.52, -0.23, 0.67, 1.00, -0.16, -0.18, -0.22, 0.32, 0.49, 0.41, -0.15, -0.25], "homo_ev": -9.743, "spin_multiplicity": 1, "fmax_ev_per_a": 7.567, "e_above_lowest_kcal_mol": 125.4, "charge": 0}



Entry 4:
{"formula": "C16H22N2O5S", "method": "the ωB97M-V functional and the def2-TZVPD basis", "elements": ["C", "S", "O", "O", "N", "C", "C", "O", "N", "C", "C", "C", "C", "C", "C", "C", "C", "C", "C", "C", "O", "C", "C", "O", "H", "H", "H", "H", "H", "H", "H", "H", "H", "H", "H", "H", "H", "H", "H", "H", "H", "H", "H", "H", "H", "H"], "xyz": [[0.643, 2.344, 0.875], [1.406, 1.773, -0.659], [1.689, 2.914, -1.476], [2.509, 0.903, -0.360], [0.251, 0.816, -1.428], [0.523, -0.601, -1.349], [0.770, -1.028, 0.100], [0.069, -0.613, 1.006], [1.773, -1.902, 0.274], [2.288, -2.226, 1.592], [3.541, -1.390, 1.908], [4.709, -2.315, 1.580], [4.212, -3.674, 2.066], [2.737, -3.700, 1.651], [-1.061, 1.311, -1.441], [-1.272, 2.605, -1.919], [-2.549, 3.123, -1.979], [-3.642, 2.369, -1.572], [-3.430, 1.087, -1.058], [-2.145, 0.566, -0.994], [-4.460, 0.310, -0.593], [-5.652, 1.033, -0.379], [-5.928, 1.956, -1.566], [-4.900, 2.912, -1.687], [0.261, 1.473, 1.392], [-0.146, 3.037, 0.617], [1.420, 2.833, 1.448], [-0.325, -1.149, -1.765], [1.409, -0.795, -1.958], [2.417, -2.044, -0.488], [1.475, -2.010, 2.287], [3.544, -0.469, 1.325], [3.555, -1.135, 2.967], [5.633, -2.010, 2.068], [4.883, -2.339, 0.503], [4.773, -4.506, 1.642], [4.295, -3.725, 3.152], [2.131, -4.278, 2.346], [2.628, -4.148, 0.663], [-0.426, 3.186, -2.244], [-2.727, 4.117, -2.357], [-2.023, -0.411, -0.557], [-5.565, 1.637, 0.534], [-6.445, 0.295, -0.256], [-5.991, 1.354, -2.483], [-6.856, 2.513, -1.428]], "mulliken_charge": [-0.90, 1.05, -0.68, -0.58, 0.15, -1.02, 0.51, -0.75, -0.17, -0.05, -0.64, -0.62, -0.60, -0.87, 0.05, -0.29, -0.90, 0.47, -0.03, -0.30, -0.46, -0.46, -0.47, -0.47, 0.32, 0.34, 0.44, 0.49, 0.43, 0.33, 0.48, 0.24, 0.28, 0.39, 0.26, 0.36, 0.30, 0.29, 0.31, 0.58, 0.44, 0.52, 0.28, 0.35, 0.30, 0.34], "homo_ev": -8.050, "smiles": "CS(=O)(=O)N(CC(=O)NC1CCCC1)c1ccc2c(c1)OCCO2", "spin_multiplicity": 1, "fmax_ev_per_a": 1.118, "e_above_lowest_kcal_mol": 32.2, "charge": 0}



Entry 5:
{"formula": "C34H25BrCl2N4OPRuS", "method": "the ωB97M-V functional and the def2-TZVPD basis", "elements": ["Ru", "Cl", "C", "C", "C", "Cl", "C", "C", "C", "C", "N", "C", "C", "O", "H", "H", "H", "H", "N", "P", "C", "C", "C", "C", "C", "C", "C", "C", "C", "C", "C", "C", "C", "C", "C", "C", "C", "C", "H", "H", "H", "H", "H", "H", "H", "H", "H", "H", "H", "H", "H", "H", "H", "Br", "N", "C", "N", "C", "C", "C", "C", "C", "C", "S", "H", "H", "H", "H", "H", "H"], "xyz": [[-0.227, -0.587, -0.091], [-4.313, -2.808, -1.821], [-4.310, -1.360, -0.896], [-5.503, -0.798, -0.450], [-5.506, 0.374, 0.281], [-6.990, 1.038, 0.823], [-4.291, 1.049, 0.574], [-4.198, 2.268, 1.273], [-2.972, 2.867, 1.435], [-1.830, 2.239, 0.926], [-1.886, 1.068, 0.334], [-3.073, 0.468, 0.140], [-3.052, -0.771, -0.608], [-1.962, -1.257, -1.042], [-6.430, -1.292, -0.704], [-5.096, 2.727, 1.660], [-2.879, 3.816, 1.937], [-0.849, 2.688, 1.010], [-0.834, -1.503, 1.462], [-0.809, -3.037, 1.826], [-0.773, -4.047, 0.304], [-1.626, -5.125, 0.101], [-1.636, -5.764, -1.129], [-0.808, -5.331, -2.151], [0.062, -4.270, -1.941], [0.079, -3.629, -0.716], [-2.280, -3.554, 2.752], [-3.514, -3.294, 2.159], [-4.677, -3.711, 2.779], [-4.611, -4.383, 3.992], [-3.384, -4.618, 4.593], [-2.213, -4.212, 3.974], [0.680, -3.362, 2.823], [0.826, -2.622, 3.993], [1.989, -2.732, 4.733], [3.007, -3.568, 4.300], [2.855, -4.306, 3.137], [1.693, -4.205, 2.389], [-2.274, -5.461, 0.897], [-2.295, -6.603, -1.290], [-0.843, -5.814, -3.116], [0.723, -3.950, -2.732], [0.784, -2.810, -0.528], [-3.547, -2.776, 1.209], [-5.636, -3.516, 2.320], [-5.517, -4.724, 4.472], [-3.338, -5.125, 5.546], [-1.253, -4.412, 4.429], [0.027, -1.967, 4.316], [2.105, -2.168, 5.646], [3.921, -3.646, 4.871], [3.643, -4.967, 2.812], [1.565, -4.786, 1.486], [0.431, 0.371, -2.185], [3.021, -1.255, -0.969], [2.861, -0.816, 0.287], [1.747, -0.361, 0.818], [1.927, 0.007, 2.142], [0.981, 0.585, 2.984], [1.348, 0.919, 4.274], [2.639, 0.688, 4.739], [3.594, 0.113, 3.922], [3.223, -0.218, 2.632], [4.225, -0.901, 1.378], [2.367, -0.959, -1.691], [3.968, -1.418, -1.274], [-0.023, 0.763, 2.620], [0.624, 1.375, 4.933], [2.908, 0.968, 5.745], [4.601, -0.064, 4.263]], "lowdin_spin": [2.24, 0.06, 0.18, -0.02, 0.20, 0.08, 0.01, 0.03, 0.00, 0.03, 0.07, 0.05, 0.08, 0.27, 0.00, 0.00, 0.00, 0.00, 0.38, 0.09, 0.01, 0.00, 0.00, 0.00, 0.00, 0.02, 0.00, 0.00, 0.00, 0.00, 0.00, 0.00, 0.02, 0.01, 0.00, 0.00, 0.00, 0.00, 0.00, 0.00, 0.00, 0.00, 0.01, 0.00, 0.00, 0.00, 0.00, 0.00, 0.00, 0.00, 0.00, 0.00, 0.00, 0.14, 0.01, 0.01, 0.00, 0.00, 0.00, 0.00, 0.00, 0.00, 0.00, 0.00, 0.00, 0.00, 0.00, 0.00, 0.00, 0.00], "homo_ev": [-10.671, -10.787], "spin_multiplicity": 5, "fmax_ev_per_a": 1.993, "charge": 1}



Entry 6:
{"formula": "C17H15BrClIrN2O2S", "method": "the ωB97M-V functional and the def2-TZVPD basis", "elements": ["Ir", "C", "C", "C", "C", "C", "C", "C", "S", "O", "O", "N", "C", "C", "C", "C", "C", "C", "C", "C", "N", "C", "H", "H", "H", "H", "H", "H", "H", "H", "H", "H", "H", "H", "H", "Cl", "C", "H", "H", "Br"], "xyz": [[0.096, -0.108, 0.443], [-4.741, 1.199, 6.273], [-3.735, 0.534, 5.384], [-2.383, 0.860, 5.471], [-1.449, 0.219, 4.675], [-1.882, -0.758, 3.792], [-3.222, -1.096, 3.676], [-4.143, -0.442, 4.473], [-0.643, -1.603, 2.864], [0.477, -0.673, 2.682], [-0.375, -2.901, 3.382], [-1.156, -1.654, 1.290], [-1.767, -2.580, 0.551], [-2.425, -3.730, 1.008], [-3.082, -4.556, 0.103], [-3.109, -4.271, -1.246], [-2.424, -3.141, -1.755], [-2.387, -2.794, -3.121], [-1.643, -1.714, -3.523], [-0.941, -0.974, -2.566], [-0.996, -1.262, -1.280], [-1.726, -2.312, -0.857], [-4.269, 1.922, 6.933], [-5.243, 0.444, 6.878], [-5.507, 1.711, 5.690], [-2.065, 1.619, 6.173], [-0.398, 0.463, 4.734], [-3.539, -1.855, 2.973], [-5.194, -0.690, 4.400], [-2.407, -3.968, 2.063], [-3.584, -5.442, 0.467], [-3.633, -4.916, -1.938], [-2.950, -3.386, -3.830], [-1.588, -1.432, -4.564], [-0.324, -0.133, -2.856], [-2.775, 1.232, -0.349], [-1.298, 1.671, 0.459], [-1.496, 1.812, 1.517], [-0.865, 2.539, -0.025], [1.974, 0.507, -0.868]], "lowdin_spin": [0.49, 0.00, 0.00, 0.00, 0.00, 0.01, 0.00, 0.00, 0.01, 0.00, 0.00, 0.18, 0.00, 0.08, 0.00, 0.09, 0.00, 0.02, -0.01, 0.02, -0.01, 0.02, 0.00, 0.00, 0.00, 0.00, 0.00, 0.00, 0.00, 0.00, 0.00, 0.00, 0.00, 0.00, 0.00, -0.02, -0.04, 0.00, 0.00, 0.16], "homo_ev": [-11.742, -11.541], "spin_multiplicity": 2, "fmax_ev_per_a": 5.313, "e_above_lowest_kcal_mol": 51.7, "charge": 1}